# 1
Below is C20H16N4O in the gas phase at a distorted geometry, with properties calculated with ωB97M-V with the def2-TZVPD basis set.

Values from the calculation:
- Maximum force: 2.77 eV Å⁻¹
- HOMO: -7.94 eV
- Total charge: 0
- LUMO level: 0.595 eV

Positions of all 41 atoms, in Å:
C 6.817 0.480 3.071
C 7.048 -0.320 1.946
C 6.003 -1.002 1.315
C 4.708 -0.897 1.845
C 3.588 -1.660 1.203
C 2.488 -0.719 0.763
N 1.390 -1.205 0.296
C 0.619 -0.119 -0.035
C -0.717 -0.355 -0.524
C -1.161 -1.682 -0.614
N -2.379 -1.907 -1.113
C -3.136 -0.889 -1.554
O -4.377 -1.208 -2.007
C -5.297 -0.220 -2.122
C -5.571 0.640 -1.054
C -6.543 1.620 -1.181
C -7.238 1.785 -2.348
C -7.031 0.887 -3.396
C -6.067 -0.125 -3.279
N -2.705 0.390 -1.497
C -1.546 0.625 -0.956
C 1.328 1.072 0.114
N 2.545 0.684 0.588
C 4.459 -0.100 3.003
C 5.501 0.590 3.568
H 7.686 0.931 3.518
H 8.050 -0.438 1.583
H 6.241 -1.605 0.437
H 3.176 -2.367 1.933
H 3.930 -2.182 0.306
H -0.582 -2.535 -0.276
H -4.981 0.560 -0.120
H -6.747 2.251 -0.326
H -7.963 2.575 -2.466
H -7.620 1.049 -4.313
H -5.811 -0.821 -4.063
H -1.177 1.649 -0.882
H 1.033 2.080 -0.165
H 3.323 1.285 0.916
H 3.457 0.005 3.434
H 5.259 1.197 4.453

Forces on atoms 1 to 6 (eV/Å):
-0.61 -0.74 -0.67
-0.65 0.21 0.57
-0.18 0.58 0.78
0.51 -0.06 0.27
-0.08 1.15 0.19
1.06 0.72 -0.67

These are the Mulliken partial charges, in e, on atoms 1 to 5:
1. C -0.551
2. C -0.413
3. C -0.628
4. C 0.654
5. C -0.658

# 2
Below is a molecular structure, C16H39CsFe2O22 at a distorted geometry, with properties calculated with ωB97M-V with the def2-TZVPD basis set.

Values from the calculation:
- Maximum force: 2.78 eV Å⁻¹
- HOMO (alpha / beta): -6.87 / -6.83 eV
- Total charge: 0
- Spin multiplicity: 9
- LUMO level (alpha / beta): -1.268 / -3.609 eV

Positions of all 80 atoms, in Å:
Cs -6.374 1.843 -0.417
Fe 0.144 -1.455 -3.157
Fe 2.537 1.145 0.704
C 3.740 -2.273 -3.106
C 3.093 -1.146 -3.895
O 1.910 -0.565 -3.374
H 2.981 -2.975 -2.737
H 4.284 -1.939 -2.220
H 4.471 -2.798 -3.719
H 2.935 -1.502 -4.929
H 3.838 -0.333 -3.982
C 3.581 -2.889 0.596
C 4.880 -3.459 0.776
C 6.081 -2.566 0.639
O 7.168 -3.043 0.467
C 5.944 -1.146 0.773
C 4.685 -0.616 0.721
C 3.455 -1.518 0.597
O 2.322 -0.901 0.459
O 4.416 0.658 0.768
O 4.991 -4.674 0.765
H 2.666 -3.461 0.583
H 6.844 -0.557 0.778
C -0.473 0.392 -0.762
C -0.513 1.306 0.308
C -1.776 1.553 0.966
O -1.873 2.230 2.051
C -2.937 0.964 0.431
C -2.874 0.030 -0.664
C -1.629 -0.267 -1.249
O -1.581 -1.072 -2.281
O -3.931 -0.435 -1.219
O 0.559 1.889 0.680
H 0.403 0.233 -1.369
H -3.883 1.051 0.961
C 2.120 3.299 5.624
C 0.692 3.167 5.091
O 0.745 3.356 3.657
H 2.162 3.152 6.704
H 2.519 4.291 5.412
H 2.742 2.539 5.164
H -0.021 3.838 5.564
H 0.446 2.118 5.316
H -0.107 3.054 3.293
O -0.372 0.038 3.536
H -0.958 0.805 3.454
H -0.883 -0.700 3.123
O 2.706 1.317 -1.367
H 3.256 1.928 -1.874
H 2.573 0.510 -1.969
O -0.584 -0.268 -4.744
H -1.434 -0.009 -5.178
H 0.060 0.439 -4.940
O 0.703 -2.350 -1.325
H 1.575 -2.180 -0.873
H 0.355 -3.164 -0.930
O -5.499 0.059 -3.297
H -6.233 -0.522 -3.059
H -4.863 -0.005 -2.536
O -4.698 1.143 3.705
H -5.230 0.439 3.309
H -3.929 1.254 3.112
O -3.346 -2.492 -3.770
H -2.691 -3.031 -4.233
H -2.841 -2.036 -3.047
O -3.484 4.842 0.307
H -3.700 4.633 -0.612
H -3.068 4.037 0.670
O -2.203 -1.666 2.257
H -2.298 -2.630 2.270
H -3.011 -1.333 1.842
O 2.189 1.130 2.806
H 1.903 2.073 2.997
H 1.960 0.616 3.589
O -2.931 0.659 -4.445
H -2.644 0.105 -3.702
H -3.837 0.358 -4.633
O -6.109 -1.270 -0.112
H -6.588 -2.007 -0.517
H -5.230 -1.242 -0.582

Forces on atoms 1 to 6 (eV/Å):
0.17 -0.24 -0.11
1.05 1.41 0.60
0.00 -0.74 0.44
-0.31 -0.05 0.60
0.45 0.36 -0.59
-1.02 -0.95 0.36

These are the Mulliken partial charges, in e, on atoms 1 to 5:
1. Cs 1.080
2. Fe 0.548
3. Fe 0.610
4. C -0.779
5. C -0.474

# 3
Below is CH6S2Si in the gas phase at a distorted geometry, with properties calculated with ωB97M-V with the def2-TZVPD basis set.

Values from the calculation:
- Maximum force: 4.55 eV Å⁻¹
- HOMO: -9.05 eV
- Total charge: 0
- LUMO level: 0.627 eV

Positions of all 10 atoms, in Å:
S 2.336 0.357 -0.280
C 0.702 -0.482 -0.013
Si -0.750 0.915 0.026
S -2.731 0.067 -0.255
H 2.951 -0.348 0.647
H 0.639 -1.049 0.845
H 0.643 -1.145 -0.966
H -0.281 1.808 -0.990
H -0.961 1.211 1.394
H -2.549 -1.332 -0.407

Forces on atoms 1 to 6 (eV/Å):
-0.79 0.11 0.31
-0.91 1.51 -4.19
1.15 -3.53 -0.41
-0.16 -1.46 -0.56
0.52 -0.21 0.38
0.22 -1.25 1.80

These are the Mulliken partial charges, in e, on atoms 1 to 5:
1. S -0.197
2. C -0.788
3. Si 0.592
4. S -0.353
5. H 0.117

# 4
Below is 4 unconnected molecules or ions with the total composition C3H16NO3S at a distorted geometry, with properties calculated with ωB97M-V with the def2-TZVPD basis set.

Values from the calculation:
- Maximum force: 4.22 eV Å⁻¹
- HOMO: -12.56 eV
- Total charge: +1
- LUMO level: -2.868 eV

Positions of all 24 atoms, in Å:
C -0.573 -0.977 0.755
C 0.612 -1.555 1.522
C 1.629 -0.566 2.046
S 1.188 1.280 1.937
N -0.179 -0.226 -0.429
H -1.477 -1.642 0.498
H -1.171 -0.287 1.396
H 1.102 -2.243 0.861
H 0.144 -2.033 2.466
H 2.559 -0.553 1.346
H 2.084 -0.864 3.042
H 2.341 1.928 2.264
H 0.148 -0.923 -1.128
H -0.982 0.272 -0.875
H 0.588 0.449 -0.262
H -2.125 2.385 -0.130
H -2.243 2.407 1.248
O -2.122 1.707 0.564
H 0.553 -1.686 -3.654
H 1.903 -1.224 -3.018
O 0.953 -1.071 -3.024
H -1.917 2.452 -2.126
H -1.322 1.452 -3.096
O -1.694 1.517 -2.205

Forces on atoms 1 to 6 (eV/Å):
-2.86 0.50 1.89
-2.18 -0.14 1.60
3.92 1.39 -0.72
-0.45 -0.48 0.50
0.05 -0.68 -1.75
2.03 0.16 -0.03

These are the Mulliken partial charges, in e, on atoms 1 to 5:
1. C -0.832
2. C -0.299
3. C -0.599
4. S -0.270
5. N -0.057

# 5
Below is a molecular structure, C14H30F2O10S, with properties calculated with ωB97M-V with the def2-TZVPD basis set.

Values from the calculation:
- Maximum force: 0.78 eV Å⁻¹
- HOMO: -9.14 eV
- Total charge: 0
- LUMO level: 0.310 eV

Positions of all 57 atoms, in Å:
O -0.457 3.931 -3.986
S 0.584 4.717 -3.453
O 1.690 5.130 -4.231
O 1.149 4.036 -2.100
C 1.647 5.053 -1.280
F 2.970 5.228 -1.466
C 0.863 6.361 -1.660
F 1.676 7.321 -2.126
O -0.059 5.943 -2.665
H 1.484 4.781 -0.236
H 0.244 6.720 -0.839
C -2.189 1.118 -4.581
O -1.523 -0.110 -4.369
C -0.441 -0.292 -5.262
C 0.552 -1.286 -4.704
O 1.411 -0.742 -3.714
C 0.864 -0.531 -2.425
C 0.715 -1.789 -1.601
O -0.435 -2.519 -1.988
C -0.357 -3.878 -1.626
H -2.621 1.169 -5.587
H -2.993 1.185 -3.849
H -1.505 1.957 -4.435
H 0.071 0.661 -5.442
H -0.824 -0.669 -6.221
H 1.217 -1.581 -5.518
H 0.038 -2.179 -4.343
H -0.086 0.006 -2.477
H 1.588 0.108 -1.914
H 0.616 -1.507 -0.543
H 1.615 -2.406 -1.715
H 0.498 -4.367 -2.107
H -1.273 -4.360 -1.962
H -0.269 -4.002 -0.539
C 0.552 0.473 6.890
O 0.500 -0.145 5.626
C 1.489 -1.147 5.473
C 1.119 -2.110 4.369
O 0.147 -3.072 4.741
C -1.202 -2.639 4.810
C -1.865 -2.480 3.462
O -1.474 -1.266 2.847
C -1.648 -1.292 1.449
H 1.512 0.978 7.052
H -0.245 1.214 6.926
H 0.397 -0.255 7.694
H 1.612 -1.705 6.410
H 2.448 -0.672 5.222
H 2.012 -2.691 4.131
H 0.819 -1.565 3.470
H -1.298 -1.722 5.396
H -1.726 -3.437 5.341
H -2.956 -2.479 3.600
H -1.595 -3.332 2.827
H -1.041 -2.084 0.995
H -1.318 -0.332 1.057
H -2.698 -1.445 1.175

Forces on atoms 1 to 6 (eV/Å):
-0.08 -0.02 0.17
0.29 -0.35 -0.12
-0.11 0.15 -0.05
-0.06 -0.10 -0.14
0.02 0.34 0.44
0.16 0.02 -0.09

These are the Mulliken partial charges, in e, on atoms 1 to 5:
1. O -0.540
2. S 1.157
3. O -0.519
4. O -0.239
5. C 0.187

# 6
Below is ClH2NS2 in the gas phase at a distorted geometry, with properties calculated with ωB97M-V with the def2-TZVPD basis set.

Values from the calculation:
- Maximum force: 2.81 eV Å⁻¹
- HOMO (alpha / beta): -9.12 / -9.12 eV
- Total charge: 0
- LUMO level (alpha / beta): -1.171 / -1.172 eV

Positions of all 6 atoms, in Å:
N -0.154 0.323 0.810
S 1.153 0.126 1.761
S -0.482 0.010 -0.781
Cl -0.792 -1.645 -2.167
H 2.032 0.747 0.848
H -1.757 0.439 -0.472

Cartesian forces, eV/Å:
-1.41 -0.99 -0.04
0.73 0.99 -2.12
0.73 2.07 1.75
-0.53 -0.37 0.16
-0.03 -0.75 1.14
0.50 -0.94 -0.88

These are the Mulliken partial charges, in e, on atoms 1 to 5:
1. N -0.260
2. S -0.042
3. S 0.226
4. Cl -0.304
5. H 0.147

# 7
Below is 2 unconnected molecules or ions with the total composition C6H7NS2 at a distorted geometry, with properties calculated with ωB97M-V with the def2-TZVPD basis set.

Values from the calculation:
- Maximum force: 4.33 eV Å⁻¹
- HOMO: -8.74 eV
- Total charge: 0
- LUMO level: 0.610 eV

Positions of all 16 atoms, in Å:
C 1.293 2.036 -1.422
C 1.293 0.788 -0.640
C 0.233 0.043 -0.119
C 0.661 -1.160 0.619
C 2.008 -1.150 0.753
S 2.796 0.233 0.008
H 2.145 2.070 -2.182
H 0.468 1.989 -2.184
H 1.312 2.939 -0.904
H -0.756 0.350 -0.530
H 0.094 -1.951 1.020
H 2.742 -1.682 1.268
N -3.907 -1.396 1.821
C -3.648 -1.049 0.702
S -3.489 -0.514 -0.759
H -3.243 -1.547 2.549

Forces on atoms 1 to 6 (eV/Å):
0.10 -1.38 -4.10
-0.33 -0.82 2.17
0.63 0.12 -1.77
0.76 2.18 -0.95
0.64 2.05 -0.79
-1.03 -0.92 -0.10

These are the Mulliken partial charges, in e, on atoms 1 to 5:
1. C -1.076
2. C 0.344
3. C -0.057
4. C -0.531
5. C -0.316

# 8
Below is a gas-phase ion, C18H13Cl3N (charge +1) at a distorted geometry, with properties calculated with ωB97M-V with the def2-TZVPD basis set.

Values from the calculation:
- Maximum force: 1.95 eV Å⁻¹
- HOMO: -12.08 eV
- Total charge: +1
- LUMO level: -4.439 eV

Positions of all 35 atoms, in Å:
Cl -5.450 1.735 -1.905
C -3.914 1.113 -1.465
C -3.716 -0.274 -1.379
C -2.447 -0.763 -1.061
C -1.384 0.105 -0.781
C -0.035 -0.528 -0.439
C 1.254 0.110 -0.929
C 2.367 -0.745 -0.957
C 3.640 -0.245 -1.218
C 3.805 1.132 -1.438
Cl 5.372 1.776 -1.672
C 2.692 1.971 -1.489
C 1.408 1.440 -1.316
N 0.049 -0.815 0.995
C 0.726 -0.021 1.872
C 0.833 -0.376 3.208
C 0.221 -1.549 3.658
Cl 0.325 -2.007 5.302
C -0.488 -2.336 2.752
C -0.589 -1.928 1.443
C -1.631 1.478 -0.747
C -2.861 1.992 -1.183
H -4.546 -0.949 -1.570
H -2.289 -1.843 -1.030
H -0.058 -1.509 -0.935
H 2.237 -1.815 -0.776
H 4.502 -0.901 -1.230
H 2.817 3.034 -1.669
H 0.557 2.090 -1.487
H 1.189 0.886 1.474
H 1.396 0.251 3.883
H -0.966 -3.254 3.056
H -1.130 -2.490 0.682
H -0.882 2.171 -0.364
H -3.004 3.066 -1.282

Forces on atoms 1 to 6 (eV/Å):
-0.13 0.03 -0.07
0.91 -0.34 0.11
0.22 0.33 0.09
-0.28 0.29 -0.25
-0.11 0.01 0.39
-0.47 0.27 -1.87

These are the Mulliken partial charges, in e, on atoms 1 to 5:
1. Cl -0.175
2. C 0.382
3. C -0.913
4. C -0.361
5. C 0.366

Q: Among the records above, which one has the lowest maximum force?
A: C14H30F2O10S